Computed, not measured: C26H34N6O2Tc as an isolated structure, with ωB97M-V/def2-TZVPD.

Last column: Mulliken spin population.
Cartesian coordinates (Å):
1 Tc -0.405 0.525 -0.059  1.6639
2 C 1.873 1.905 2.079  -0.0675
3 N 0.988 1.517 3.146  0.0007
4 C 1.468 1.712 4.498  0.0004
5 C 0.407 1.008 5.334  0.0007
6 N -0.210 0.085 4.397  0.0051
7 C -1.518 -0.407 4.785  -0.0005
8 C 0.116 0.459 3.099  0.0065
9 N -0.288 -0.094 1.995  -0.0026
10 C -1.000 -1.360 2.018  0.0055
11 C -0.680 -2.254 0.813  -0.0399
12 N -1.167 -1.699 -0.426  0.0096
13 C -1.418 -2.398 -1.470  0.0123
14 N -1.713 -1.812 -2.687  0.0050
15 C -1.214 -0.520 -3.087  0.0290
16 C -1.709 -2.819 -3.729  -0.0011
17 C -2.009 -4.086 -2.949  0.0007
18 N -1.510 -3.769 -1.626  0.0019
19 C -1.785 -4.769 -0.626  -0.0001
20 H 2.172 2.940 2.242  -0.0018
21 H 1.326 1.838 1.123  0.0529
22 H 2.772 1.276 2.035  -0.0046
23 H 1.547 2.778 4.723  0.0000
24 H 2.459 1.255 4.629  0.0010
25 H -0.335 1.728 5.708  -0.0001
26 H 0.821 0.462 6.185  0.0001
27 H -1.789 0.037 5.743  -0.0002
28 H -1.510 -1.494 4.907  0.0004
29 H -2.276 -0.131 4.054  -0.0004
30 H -2.087 -1.183 2.025  0.0091
31 H -0.722 -1.930 2.910  0.0001
32 H -1.112 -3.228 1.052  -0.0003
33 H 0.403 -2.382 0.720  -0.0024
34 H -1.343 0.205 -2.263  -0.0346
35 H -1.784 -0.182 -3.952  -0.0002
36 H -0.152 -0.561 -3.366  0.0034
37 H -0.723 -2.874 -4.210  0.0003
38 H -2.462 -2.589 -4.486  -0.0003
39 H -1.500 -4.968 -3.347  -0.0001
40 H -3.091 -4.288 -2.917  0.0002
41 H -1.920 -5.716 -1.147  0.0000
42 H -2.700 -4.555 -0.062  0.0000
43 H -0.946 -4.888 0.056  0.0003
44 C -1.430 2.053 -0.316  -0.4894
45 C -2.107 3.170 -0.794  -0.0103
46 C -3.332 2.994 -1.480  -0.0874
47 C -3.977 4.056 -2.065  0.0409
48 C -3.449 5.339 -1.980  -0.0859
49 C -2.259 5.536 -1.289  0.0439
50 C -1.597 4.484 -0.702  -0.1005
51 H -3.742 1.996 -1.535  -0.0029
52 H -4.902 3.883 -2.598  0.0020
53 H -3.964 6.173 -2.435  -0.0072
54 H -1.845 6.533 -1.211  0.0017
55 H -0.673 4.644 -0.165  -0.0030
56 O 1.975 -2.383 -0.991  0.0214
57 C 2.183 -1.166 -0.932  0.0159
58 O 1.316 -0.313 -0.563  0.0089
59 C 3.523 -0.591 -1.293  -0.0084
60 C 3.711 0.789 -1.347  -0.0045
61 C 4.941 1.308 -1.699  -0.0015
62 C 5.997 0.461 -2.002  0.0014
63 C 5.813 -0.914 -1.954  -0.0010
64 C 4.585 -1.436 -1.598  0.0019
65 H 2.885 1.453 -1.123  0.0110
66 H 5.072 2.381 -1.748  -0.0001
67 H 6.957 0.868 -2.286  0.0002
68 H 6.627 -1.583 -2.201  0.0000
69 H 4.421 -2.504 -1.556  0.0006

Forces on the atoms, in the same order (eV/Å):
Tc -2.595 3.222 -1.094
C -0.202 -0.107 -0.551
N -0.332 -0.178 0.255
C 0.012 -0.024 0.158
C 0.175 0.160 0.226
N 0.281 0.182 -0.412
C -0.145 -0.285 -0.133
C 0.082 0.052 -0.257
N -0.213 0.317 -0.096
C -0.344 -0.434 0.190
C 0.064 -0.320 0.473
N -0.026 0.691 0.152
C -0.120 0.058 0.311
N -0.102 -0.192 -0.204
C 0.206 0.276 0.462
C 0.000 -0.091 -0.086
C -0.148 0.036 -0.233
N 0.203 0.078 -0.347
C 0.093 0.047 0.306
H 0.003 0.015 -0.023
H 0.304 0.100 0.298
H -0.097 -0.011 -0.022
H 0.040 -0.075 0.055
H -0.051 0.010 -0.030
H 0.045 -0.086 -0.052
H 0.006 0.153 -0.031
H 0.004 0.010 -0.041
H -0.123 0.109 0.003
H -0.032 -0.019 0.014
H 0.176 -0.079 0.042
H -0.070 -0.064 -0.025
H 0.019 0.088 0.060
H -0.016 -0.079 0.096
H -0.087 -0.127 -0.356
H -0.047 0.092 0.058
H -0.011 -0.010 0.042
H -0.042 0.001 0.008
H 0.082 -0.068 0.010
H -0.067 0.081 -0.021
H 0.091 0.013 -0.015
H -0.014 0.009 0.042
H 0.042 -0.027 0.027
H -0.083 -0.050 0.012
C 2.565 -4.355 1.940
C -0.808 1.384 -1.033
C 0.470 -0.188 0.320
C -0.220 0.306 -0.166
C 0.038 -0.120 0.062
C -0.223 0.373 -0.091
C 0.016 -0.656 0.142
H -0.028 -0.078 -0.039
H -0.066 0.039 -0.017
H -0.008 0.058 -0.045
H 0.020 0.072 0.002
H 0.090 -0.003 -0.008
O 0.322 0.566 -0.039
C 0.198 -1.498 -0.202
O 0.546 0.599 0.015
C 0.163 0.119 -0.125
C -0.222 -0.146 0.068
C 0.194 0.121 -0.060
C -0.013 -0.020 -0.032
C 0.159 0.015 -0.026
C -0.282 -0.034 0.062
H -0.007 -0.093 0.014
H 0.053 0.053 -0.003
H 0.069 0.037 -0.011
H 0.053 0.014 0.013
H -0.040 -0.041 -0.008

Results
Spin multiplicity: 2
HOMO-LUMO gap (alpha / beta), eV: 6.83 / 6.65
LUMO (alpha / beta), eV: 0.51 / 0.67
⟨S²⟩: 1.0476



Computed, not measured: a 10-piece molecular cluster, H20O9S2 overall, with ωB97M-V/def2-TZVPD.

Last column: natural (NBO) charge in e.
Cartesian coordinates (Å):
1 S -2.907 0.052 -0.200  -0.1243
2 S -2.896 0.657 1.880  -0.1480
3 H -2.243 -1.028 0.168  0.1348
4 H -1.663 1.102 2.095  0.1382
5 H 3.907 1.068 -1.868  0.4723
6 H 2.792 -0.036 -1.564  0.5021
7 O 3.718 0.333 -1.401  -0.9778
8 H 0.180 2.767 -1.659  0.5097
9 H 0.266 2.713 -3.138  0.4425
10 O -0.194 2.340 -2.542  -0.9890
11 H 1.013 0.465 1.666  0.5003
12 H 1.755 0.502 0.474  0.4668
13 O 1.116 0.983 0.894  -0.9709
14 H -0.072 -3.910 0.764  0.4811
15 H 0.532 -2.607 0.002  0.5197
16 O 0.346 -3.055 0.904  -1.0018
17 H 0.654 0.111 -3.298  0.4715
18 H 0.052 0.601 -2.132  0.4989
19 O 0.645 -0.011 -2.383  -0.9613
20 H -0.216 -1.588 -1.880  0.4958
21 H -0.828 -2.915 -2.130  0.4663
22 O -0.329 -2.448 -1.601  -0.9623
23 H 3.477 -1.385 0.552  0.4878
24 H 2.948 -2.431 1.425  0.4792
25 O 2.874 -1.516 1.274  -0.9617
26 H -0.136 -1.598 1.926  0.5086
27 H 1.324 -1.376 2.471  0.4756
28 O 0.470 -1.099 2.626  -0.9884
29 H 0.672 4.155 0.092  0.4855
30 H 1.429 2.784 0.302  0.5296
31 O 0.980 3.381 -0.412  -0.9808

Forces on the atoms, in the same order (eV/Å):
S 0.319 0.822 1.683
S -0.916 -0.277 -0.880
H 0.209 -0.677 -0.396
H 0.493 0.066 -0.464
H 0.342 3.738 -2.609
H 1.752 1.393 -0.309
O -2.380 -5.210 2.894
H -0.908 -1.019 -1.702
H 5.185 4.255 -7.123
O -4.726 -2.591 8.670
H -0.834 -1.026 2.000
H 2.823 -1.828 -2.166
O -1.941 2.960 0.130
H 0.003 0.225 -0.465
H -0.908 -1.663 1.761
O 0.775 0.843 -1.251
H 0.289 0.135 -2.338
H -3.282 4.039 1.776
O 3.438 -4.804 0.683
H 0.508 3.238 -1.478
H -4.021 -3.569 -4.373
O 3.584 0.410 5.422
H 0.605 0.571 -0.602
H -0.171 -1.962 0.476
O -0.085 1.409 -0.120
H 2.316 1.148 2.212
H 2.732 -1.240 -0.755
O -5.110 0.490 -0.780
H 0.090 -0.405 -0.396
H -1.432 0.905 -1.727
O 1.250 -0.377 2.227

Results
Energy above the lowest of the compared OMol25 structures with the same formula, charge and spin, eV: 2.503
SMILES: SS.O.O.O.O.O.O.O.O.O
Spin multiplicity: 1
HOMO-LUMO gap, eV: 9.28
LUMO, eV: 0.14



Computed, not measured: an isolated ion of composition C11H21N2 and charge +1, with ωB97M-V/def2-TZVPD.

Last column: natural (NBO) charge in e.
Cartesian coordinates (Å):
1 C 1.133 1.390 -0.050  0.0951
2 C 1.755 0.240 -0.541  0.2246
3 C -0.587 -0.104 0.139  0.5071
4 C 1.635 2.797 -0.253  -0.6374
5 C 3.130 0.138 -1.065  -0.6633
6 C 1.265 -2.925 0.676  -0.6055
7 C -2.902 -0.309 -0.993  -0.5956
8 C -2.522 -0.474 1.575  -0.6088
9 C -1.080 2.209 0.687  -0.4224
10 C 1.001 -2.103 -0.657  -0.2493
11 C -1.920 -0.786 0.226  -0.3052
12 N -0.191 1.157 0.294  -0.3006
13 N 0.836 -0.761 -0.535  -0.3011
14 H 2.536 2.816 -0.726  0.2339
15 H 0.905 3.361 -0.875  0.2301
16 H 1.763 3.265 0.749  0.2346
17 H 3.165 -0.531 -1.869  0.2425
18 H 3.261 1.117 -1.484  0.2417
19 H 3.936 0.144 -0.291  0.2637
20 H 1.070 -3.919 0.453  0.2203
21 H 0.668 -2.585 1.568  0.2102
22 H 2.280 -2.884 0.993  0.2170
23 H -3.101 0.780 -0.864  0.2002
24 H -3.849 -0.926 -0.867  0.2399
25 H -2.451 -0.420 -2.040  0.2313
26 H -3.569 -0.689 1.654  0.2404
27 H -2.522 0.554 1.745  0.2074
28 H -1.943 -1.148 2.213  0.2338
29 H -0.628 3.183 0.825  0.2511
30 H -1.904 2.327 0.090  0.2270
31 H -1.452 1.940 1.698  0.2312
32 H 0.280 -2.714 -1.107  0.2253
33 H 1.792 -2.299 -1.304  0.2261
34 H -1.791 -1.840 -0.061  0.2546

Forces on the atoms, in the same order (eV/Å):
C 1.079 0.040 -1.398
C -2.226 0.558 1.369
C 5.140 -1.347 -2.713
C -3.087 0.055 2.310
C 0.164 1.804 1.396
C -0.425 2.624 0.376
C 0.591 0.048 0.273
C 0.257 -2.431 -0.403
C 0.529 0.393 3.529
C 1.102 -3.658 2.523
C -0.690 0.945 -3.075
N 0.541 -1.640 -0.939
N -5.735 4.475 2.703
H 2.489 -0.067 -1.269
H 0.509 -0.140 0.512
H -0.099 0.144 -0.820
H 0.621 -1.313 -0.770
H 0.389 0.491 -0.665
H -0.724 -0.900 -0.588
H -0.573 -1.957 -0.205
H 0.207 -0.265 -1.117
H 0.998 0.263 0.172
H -0.263 -0.831 -0.111
H 1.161 0.956 -0.381
H -0.584 -0.182 1.626
H -0.587 -0.787 -0.222
H 0.588 1.322 0.815
H -0.354 0.834 0.919
H 0.574 -0.172 -0.323
H -1.833 0.001 -1.821
H 0.248 0.448 -0.632
H -2.131 0.282 -0.961
H 1.885 -0.116 -1.035
H 0.240 0.122 0.923

Results
Energy above the lowest of the compared OMol25 structures with the same formula, charge and spin, eV: 1.336
SMILES: CC[n+]1c(C)c(C)n(C)c1C(C)C
Spin multiplicity: 1
HOMO-LUMO gap, eV: 8.82
Charge: +1
LUMO, eV: -3.18



Computed, not measured: C31H30BF5IrN8O2PTe as an isolated structure, with ωB97M-V/def2-TZVPD.

Last column: Mulliken spin population.
Cartesian coordinates (Å):
1 Ir 0.197 -2.214 -0.609  1.7780
2 C -3.820 -0.533 0.312  0.0104
3 C -2.921 -1.610 0.419  0.0094
4 N -2.100 -1.638 -0.609  0.1216
5 N -2.422 -0.569 -1.393  0.0087
6 C -3.466 0.112 -0.838  0.0107
7 B -1.671 -0.332 -2.610  -0.0002
8 N 1.512 -0.128 -2.160  -0.0757
9 C 2.658 0.413 -2.473  0.2397
10 C 3.767 -0.275 -1.811  0.2331
11 C 3.175 -1.256 -1.097  -0.0780
12 N 1.812 -1.152 -1.294  0.5151
13 N -1.011 -1.502 -3.241  0.0040
14 C -1.051 -1.845 -4.553  0.0014
15 C -0.346 -3.007 -4.726  0.0005
16 C 0.118 -3.336 -3.450  -0.0382
17 N -0.299 -2.441 -2.568  -0.0179
18 N -1.580 0.944 -3.228  -0.0029
19 C -0.799 1.329 -4.306  -0.0002
20 C -0.900 2.670 -4.426  -0.0005
21 C -1.775 3.064 -3.366  0.0003
22 N -2.173 2.046 -2.655  -0.0002
23 H -4.631 -0.289 0.977  0.0013
24 H -2.867 -2.366 1.189  0.0035
25 H -3.870 0.988 -1.312  -0.0026
26 H 2.704 1.242 -3.165  -0.0120
27 H 4.821 -0.065 -1.897  0.0006
28 H 3.609 -2.034 -0.488  0.0087
29 H -1.612 -1.265 -5.268  -0.0002
30 H -0.184 -3.549 -5.642  0.0001
31 H 0.729 -4.171 -3.144  0.0001
32 H -0.233 0.612 -4.876  0.0006
33 H -0.438 3.308 -5.161  0.0000
34 H -2.111 4.062 -3.124  0.0000
35 C -0.741 -4.120 -0.396  0.1189
36 H 0.003 -4.914 -0.477  -0.0002
37 H -1.430 -4.217 -1.232  -0.0001
38 H -1.325 -4.234 0.518  0.0171
39 O -0.314 0.214 -0.024  0.0667
40 P -0.074 1.100 1.154  0.0378
41 C 0.778 0.145 2.471  0.2242
42 C 0.625 0.293 3.840  -0.1761
43 C 1.315 -0.532 4.751  0.2010
44 C 2.315 -1.378 4.315  0.2208
45 C 2.615 -1.577 2.869  0.0939
46 C 1.613 -0.943 1.881  0.2285
47 C 1.101 2.392 0.763  0.0331
48 C 1.948 2.966 1.712  0.0112
49 C 2.837 3.957 1.325  0.0024
50 C 2.870 4.379 0.003  0.0004
51 C 2.020 3.813 -0.941  0.0112
52 C 1.138 2.810 -0.568  0.0068
53 C -1.567 1.787 1.846  0.0008
54 C -1.983 3.053 1.431  -0.0004
55 C -3.192 3.558 1.887  0.0000
56 C -3.986 2.798 2.737  0.0011
57 C -3.579 1.532 3.140  0.0025
58 C -2.375 1.018 2.687  0.0192
59 H -0.015 1.073 4.240  -0.0082
60 H 1.104 -0.434 5.808  0.0087
61 H 2.955 -1.909 5.012  -0.0223
62 H 2.591 -2.651 2.661  0.0083
63 H 2.217 -0.528 1.069  0.0178
64 H 1.915 2.649 2.749  -0.0098
65 H 3.506 4.397 2.053  0.0004
66 H 3.565 5.153 -0.297  0.0001
67 H 2.045 4.155 -1.968  0.0011
68 H 0.471 2.352 -1.291  -0.0123
69 H -1.364 3.639 0.762  -0.0002
70 H -3.509 4.548 1.588  0.0000
71 H -4.933 3.192 3.081  0.0002
72 H -4.201 0.948 3.806  0.0003
73 H -2.064 0.020 2.983  -0.0061
74 F 2.781 -4.791 2.450  0.0007
75 Te 1.080 -4.191 1.982  0.0218
76 F 0.717 -6.036 1.946  0.0078
77 F 0.990 -3.892 3.906  -0.0004
78 F 3.892 -1.143 2.604  0.0168
79 F 2.161 -3.785 0.328  0.0318
80 O 0.662 -1.881 1.425  0.1037

Forces on the atoms, in the same order (eV/Å):
Ir -0.204 0.382 0.263
C -0.086 -0.101 -0.001
C -0.129 -0.015 -0.065
N -0.105 0.033 -0.128
N -0.183 0.012 -0.118
C 0.002 0.025 0.058
B 0.077 -0.047 0.287
N 0.480 0.116 0.019
C -0.037 -0.154 -0.008
C 0.088 0.219 -0.168
C -0.054 -0.175 -0.153
N -0.268 -0.048 0.127
N -0.040 0.125 -0.126
C -0.009 -0.084 -0.091
C 0.039 0.009 -0.012
C -0.014 -0.064 -0.073
N 0.136 -0.129 -0.065
N 0.046 -0.098 -0.094
C 0.020 -0.108 0.082
C -0.097 0.218 0.026
C 0.044 -0.018 -0.110
N -0.003 0.007 -0.016
H 0.040 0.007 -0.059
H 0.080 0.031 -0.035
H 0.031 -0.028 -0.030
H 0.040 -0.029 0.035
H -0.049 0.051 -0.009
H -0.173 -0.012 0.030
H 0.007 0.034 0.074
H -0.039 0.009 0.031
H -0.028 0.038 0.064
H 0.005 0.040 0.037
H 0.003 -0.057 0.013
H -0.008 -0.055 0.018
C -0.051 0.355 -0.239
H 0.026 -0.043 0.029
H -0.016 -0.025 0.016
H 0.042 0.024 0.065
O 0.260 0.089 0.046
P -0.321 0.236 -0.169
C -0.280 -0.121 -0.060
C 0.128 0.055 -0.100
C 0.221 -0.160 -0.096
C -0.120 0.054 0.084
C -0.433 -0.062 -0.534
C 0.260 0.122 -0.114
C 0.009 -0.056 0.115
C -0.065 0.032 -0.069
C 0.028 -0.030 0.040
C -0.001 -0.023 -0.052
C -0.009 -0.011 0.025
C -0.005 0.034 0.000
C 0.147 -0.063 0.048
C -0.002 -0.020 0.122
C -0.002 -0.012 -0.040
C -0.003 -0.001 -0.031
C 0.029 -0.054 0.023
C 0.075 0.155 0.066
H -0.068 -0.045 -0.097
H 0.066 -0.051 -0.014
H -0.052 0.080 0.050
H 0.669 0.347 0.355
H 0.027 0.002 -0.060
H 0.018 0.036 -0.017
H -0.022 0.012 -0.009
H -0.018 0.000 0.017
H 0.001 0.010 0.021
H 0.064 0.008 0.009
H 0.000 0.027 0.049
H -0.025 -0.029 -0.027
H 0.035 0.021 0.039
H -0.002 0.009 -0.020
H -0.044 0.023 0.002
F 0.135 0.527 0.130
Te -0.129 -2.239 0.369
F -0.179 -0.081 -0.148
F -0.048 0.245 -0.135
F -0.022 0.138 0.155
F -0.084 -0.005 -0.099
O 0.148 0.355 0.449

Results
Spin multiplicity: 5
HOMO-LUMO gap (alpha / beta), eV: 6.71 / 4.99
Charge: +2
LUMO (alpha / beta), eV: -7.05 / -9.51
⟨S²⟩: 6.0476



What did the second record say?
Computed, not measured: a 10-piece molecular cluster, H20O9S2 overall, with ωB97M-V/def2-TZVPD.

Last column: natural (NBO) charge in e.
Cartesian coordinates (Å):
1 S -2.907 0.052 -0.200  -0.1243
2 S -2.896 0.657 1.880  -0.1480
3 H -2.243 -1.028 0.168  0.1348
4 H -1.663 1.102 2.095  0.1382
5 H 3.907 1.068 -1.868  0.4723
6 H 2.792 -0.036 -1.564  0.5021
7 O 3.718 0.333 -1.401  -0.9778
8 H 0.180 2.767 -1.659  0.5097
9 H 0.266 2.713 -3.138  0.4425
10 O -0.194 2.340 -2.542  -0.9890
11 H 1.013 0.465 1.666  0.5003
12 H 1.755 0.502 0.474  0.4668
13 O 1.116 0.983 0.894  -0.9709
14 H -0.072 -3.910 0.764  0.4811
15 H 0.532 -2.607 0.002  0.5197
16 O 0.346 -3.055 0.904  -1.0018
17 H 0.654 0.111 -3.298  0.4715
18 H 0.052 0.601 -2.132  0.4989
19 O 0.645 -0.011 -2.383  -0.9613
20 H -0.216 -1.588 -1.880  0.4958
21 H -0.828 -2.915 -2.130  0.4663
22 O -0.329 -2.448 -1.601  -0.9623
23 H 3.477 -1.385 0.552  0.4878
24 H 2.948 -2.431 1.425  0.4792
25 O 2.874 -1.516 1.274  -0.9617
26 H -0.136 -1.598 1.926  0.5086
27 H 1.324 -1.376 2.471  0.4756
28 O 0.470 -1.099 2.626  -0.9884
29 H 0.672 4.155 0.092  0.4855
30 H 1.429 2.784 0.302  0.5296
31 O 0.980 3.381 -0.412  -0.9808

Forces on the atoms, in the same order (eV/Å):
S 0.319 0.822 1.683
S -0.916 -0.277 -0.880
H 0.209 -0.677 -0.396
H 0.493 0.066 -0.464
H 0.342 3.738 -2.609
H 1.752 1.393 -0.309
O -2.380 -5.210 2.894
H -0.908 -1.019 -1.702
H 5.185 4.255 -7.123
O -4.726 -2.591 8.670
H -0.834 -1.026 2.000
H 2.823 -1.828 -2.166
O -1.941 2.960 0.130
H 0.003 0.225 -0.465
H -0.908 -1.663 1.761
O 0.775 0.843 -1.251
H 0.289 0.135 -2.338
H -3.282 4.039 1.776
O 3.438 -4.804 0.683
H 0.508 3.238 -1.478
H -4.021 -3.569 -4.373
O 3.584 0.410 5.422
H 0.605 0.571 -0.602
H -0.171 -1.962 0.476
O -0.085 1.409 -0.120
H 2.316 1.148 2.212
H 2.732 -1.240 -0.755
O -5.110 0.490 -0.780
H 0.090 -0.405 -0.396
H -1.432 0.905 -1.727
O 1.250 -0.377 2.227

Results
Energy above the lowest of the compared OMol25 structures with the same formula, charge and spin, eV: 2.503
SMILES: SS.O.O.O.O.O.O.O.O.O
Spin multiplicity: 1
HOMO-LUMO gap, eV: 9.28
LUMO, eV: 0.14